The following is a quantum chemistry calculation of a gas-phase ion, C8H18N3 (charge +1) in a non-equilibrium geometry, from the Open Molecules 2025 dataset.

Element x y z (Å)
C: 1.6880 -0.1522 0.2409
C: 0.0470 -0.3529 -0.3520
C: -0.9490 0.6666 -0.4503
C: -1.1926 -0.4984 0.4237
C: -1.7150 0.7567 -1.8120
C: -0.7830 2.1259 0.0024
C: -1.0537 -0.4229 1.9711
C: -2.0982 -1.6410 0.0417
N: 1.9141 -0.3841 1.4205
N: 2.5094 0.2700 -0.7814
N: 3.9489 0.1135 -0.5188
H: 0.3154 -0.9653 -1.2967
H: -2.7553 1.0684 -1.6714
H: -1.8011 -0.0774 -2.3888
H: -1.2314 1.3626 -2.5412
H: -0.1098 2.6860 -0.6678
H: -0.3899 2.1145 1.0448
H: -1.6761 2.7530 -0.1323
H: -1.9640 -0.1638 2.5065
H: -0.3466 0.2400 2.4063
H: -0.6506 -1.3755 2.4344
H: -2.7812 -1.3831 -0.7157
H: -2.8457 -1.9529 0.8320
H: -1.6820 -2.5851 -0.2211
H: 2.8408 -0.4975 1.7495
H: 2.1221 1.2640 -1.2129
H: 4.4096 -0.4868 -1.3204
H: 4.3843 1.0961 -0.5162
H: 4.1703 -0.1839 0.4346

Cartesian forces (eV/Å) of the 6 atoms listed first:
-5.54 0.44 -1.02
6.62 -1.45 -1.77
-2.56 3.33 -2.76
0.24 -1.53 2.96
-0.31 1.03 1.88
0.72 -0.38 0.79

Output
structure (SMILES)	[H]/N=C(\N[NH3+])C1C(C)(C)C1(C)C
Kohn-Sham gap	8.736	eV
charge	+1
electronic energy	-13046.791	eV
energy above the lowest of the compared OMol25 structures with the same formula, charge and spin	4.5337	eV
HOMO energy	-12.979	eV

=====

The following is a quantum chemistry calculation of 13 unconnected molecules or ions with the total composition C27H72N2O18PS, from the Open Molecules 2025 dataset.

Element x y z (Å)
C: 0.1529 2.8747 1.2809
C: -0.1779 3.9084 0.2046
O: -1.6130 4.0293 0.0115
C: -2.0933 3.6453 -1.1908
O: -2.8510 4.3368 -1.8031
C: -1.7327 2.2375 -1.6121
C: -2.9359 1.3370 -1.3140
C: -2.6657 -0.1418 -1.6365
C: -1.4143 -0.6884 -1.0028
C: -1.2968 -0.6452 0.4267
O: -2.2503 -0.1067 1.1878
N: -0.2405 -1.0602 1.0622
N: 0.7641 -1.5687 0.3479
P: 2.0667 -2.0591 1.4530
O: 2.1315 -3.4996 1.7059
C: 0.7681 -1.6948 -0.9837
C: 1.9304 -2.3600 -1.6576
S: 1.6355 -4.1590 -1.6528
C: 3.1874 -4.9355 -1.0651
C: 4.3756 -4.0386 -0.7572
C: -0.3582 -1.2418 -1.7000
C: -0.3804 -1.3741 -3.2029
C: 0.3556 -0.2036 -3.8544
O: 0.3010 0.9111 -3.4347
O: 1.0188 -0.5430 -5.0017
H: -0.7044 2.2202 1.4574
H: 1.0114 2.2617 0.9915
H: 0.4136 3.3567 2.2227
H: 0.1411 4.9094 0.4875
H: 0.2993 3.6582 -0.7461
H: -0.8591 1.8932 -1.0548
H: -1.4931 2.2128 -2.6773
H: -3.7905 1.6538 -1.9149
H: -3.2432 1.4430 -0.2741
H: -2.6173 -0.2618 -2.7186
H: -3.5071 -0.7307 -1.2578
H: -2.9299 -0.7533 1.4827
H: 3.1568 -1.4555 0.8158
H: 1.7057 -1.2241 2.5054
H: 2.8871 -2.0723 -1.2268
H: 1.9584 -2.0389 -2.6986
H: 2.9161 -5.5206 -0.1854
H: 3.4630 -5.6361 -1.8558
H: 5.2853 -4.6435 -0.7576
H: 4.5454 -3.2634 -1.5062
H: 4.2968 -3.6076 0.2422
H: -1.4007 -1.4108 -3.5832
H: 0.1014 -2.2974 -3.5259
H: 1.9771 -0.5425 -4.8858
C: 8.1636 -4.7399 -2.2784
O: 7.6465 -3.7884 -1.3592
H: 7.4139 -4.8800 -3.0559
H: 9.0870 -4.3914 -2.7478
H: 8.3569 -5.6993 -1.7925
H: 8.3035 -3.6877 -0.6588
C: -0.3586 7.4907 2.6859
O: -0.5063 6.7689 1.4676
H: 0.6754 7.3878 3.0049
H: -0.5784 8.5518 2.5409
H: -1.0111 7.0940 3.4675
H: -1.4167 6.8569 1.1689
C: -4.4953 -2.9292 0.9507
O: -4.5032 -1.6166 1.5409
H: -3.7855 -2.9033 0.1267
H: -4.1833 -3.6872 1.6694
H: -5.4750 -3.1892 0.5515
H: -5.1240 -1.6087 2.2774
C: 7.8597 -5.3127 1.7554
O: 8.9494 -4.9916 0.8875
H: 6.9473 -5.0822 1.2092
H: 7.8641 -6.3667 2.0307
H: 7.8925 -4.7073 2.6648
H: 9.7695 -5.1892 1.3484
C: -6.9802 0.4341 0.1479
O: -5.9641 -0.1050 -0.6871
H: -7.5923 1.0821 -0.4743
H: -7.6213 -0.3476 0.5651
H: -6.5614 1.0308 0.9636
H: -5.4136 -0.6833 -0.1491
C: 3.5065 1.7983 3.0758
O: 2.1636 1.5715 3.4909
H: 3.4614 2.2043 2.0673
H: 4.0123 2.5227 3.7169
H: 4.0911 0.8740 3.0568
H: 2.1803 1.2242 4.3876
C: -3.7230 -3.2712 -5.1001
O: -2.5270 -2.4919 -5.1644
H: -4.1825 -3.0716 -4.1346
H: -4.4254 -2.9913 -5.8865
H: -3.4974 -4.3366 -5.1722
H: -2.0993 -2.6755 -6.0064
C: 7.8437 -9.5199 3.2546
O: 7.4486 -8.1815 3.5421
H: 8.3419 -9.5020 2.2882
H: 8.5419 -9.9042 4.0013
H: 6.9838 -10.1909 3.1928
H: 7.0068 -8.1783 4.3959
C: -6.3006 5.4520 -0.7939
O: -5.3172 5.7989 -1.7492
H: -7.2056 6.0085 -1.0355
H: -6.5297 4.3812 -0.8237
H: -5.9759 5.7153 0.2196
H: -4.5094 5.3130 -1.5387
C: -5.2079 8.8349 0.3949
O: -6.1860 8.3840 1.3271
H: -4.4974 9.4558 0.9365
H: -4.6729 7.9965 -0.0592
H: -5.6630 9.4362 -0.3955
H: -6.8140 7.8460 0.8367
C: -2.9366 -5.8059 -2.4609
O: -3.3598 -4.9296 -1.4173
H: -3.7636 -5.8915 -3.1601
H: -2.0676 -5.4021 -2.9873
H: -2.6970 -6.7990 -2.0771
H: -2.6438 -4.8475 -0.7806
C: 0.0076 10.1932 5.5265
O: 1.2942 10.0330 4.9414
H: 0.0653 9.8356 6.5513
H: -0.2936 11.2436 5.5378
H: -0.7507 9.6111 4.9945
H: 1.2480 10.3555 4.0371

Cartesian forces (eV/Å) of the 6 atoms listed first:
0.04 0.17 -0.05
0.03 -0.18 0.11
0.14 0.38 -0.16
0.40 -0.44 0.36
-0.44 0.12 -0.14
-0.04 0.02 -0.13

Output
Kohn-Sham gap	6.850	eV
charge	+1
electronic energy	-89114.653	eV
HOMO energy	-11.058	eV

=====

The following is a quantum chemistry calculation of a molecular structure, C4H8S2 in a non-equilibrium geometry, from the Open Molecules 2025 dataset.

Element x y z (Å)
C: 1.0195 0.7599 0.4936
C: -0.2578 0.4075 -0.3075
C: -1.5215 1.2240 -0.0010
C: -2.5048 -0.0626 -0.2740
H: 3.3250 -0.3613 0.9429
H: 0.9087 0.6487 1.6165
H: 1.1168 1.9569 0.4513
H: -0.0751 0.6117 -1.4039
H: -1.4368 1.4253 1.1195
H: -1.6716 2.1926 -0.5038
H: -2.9473 -0.0105 -1.2107
H: -3.2002 -0.1859 0.5803
S: 2.4562 -0.1842 -0.2693
S: -0.9833 -1.0814 0.2032

Cartesian forces (eV/Å) of the 6 atoms listed first:
0.00 2.71 0.35
1.59 2.64 -0.61
-0.36 -0.70 1.74
2.21 1.75 4.45
-1.78 0.44 -2.26
0.07 -0.68 -1.41

Output
Kohn-Sham gap	9.269	eV
electronic energy	-25946.173	eV
energy above the lowest of the compared OMol25 structures with the same formula, charge and spin	2.2410	eV
HOMO energy	-8.558	eV